No. 1
C4H6N2O2 in the gas phase in a non-equilibrium geometry. Source: the OMol25 dataset; level of theory: the ωB97M-V functional and the def2-TZVPD basis.

Values from the calculation:
HOMO   -9.42 eV
Structure (SMILES)   C=NN1C[C@H]1C(=O)O
HOMO-LUMO gap   10.09 eV
ΔE to the lowest compared entry with this formula, charge and spin   101.2 kcal/mol
DFT total energy   -11316.6518 eV
2S+1   1
LUMO level   0.02466 hartree

Structure (XYZ):
```
14
Properties=species:S:1:pos:R:3:forces:R:3:lowdin_charge:R:1
C 2.032826 -1.205823 -0.319748 -0.630 -5.068 -0.528 -0.091
N 2.044852 0.010088 -0.445092 -0.911 3.307 0.797 -0.023
N 0.746947 0.540801 -0.472010 0.040 2.659 -0.877 -0.118
C 0.242915 1.683994 0.355992 -0.035 0.138 -3.632 -0.015
C -0.389395 0.332152 0.369328 1.842 -0.676 1.200 -0.247
C -1.643484 -0.074465 -0.277214 -1.783 -1.084 1.814 -0.470
O -2.453154 0.457293 -0.990342 1.160 0.182 -0.133 0.120
O -1.985055 -1.257875 0.383183 -4.279 1.203 -2.435 0.007
H 3.036336 -1.794098 -0.478795 -2.294 0.985 0.597 0.105
H 0.915084 -1.661374 -0.268153 2.964 -0.040 0.101 0.125
H 0.875850 1.975575 1.168622 -0.072 0.141 0.496 0.099
H -0.198982 2.478584 -0.360970 0.700 -1.204 1.759 0.143
H -0.196228 -0.263452 1.283713 -0.257 0.437 -0.493 0.157
H -3.028516 -1.221400 0.051480 3.555 -0.979 1.333 0.208
```
Positions in Å, forces in eV/Å.

***

No. 2
C4H6N2O2 in the gas phase in a non-equilibrium geometry. Source: the OMol25 dataset; level of theory: the ωB97M-V functional and the def2-TZVPD basis.

Values from the calculation:
HOMO   -7.80 eV
Structure (SMILES)   Nc1cc(O)n(O)c1
HOMO-LUMO gap   8.30 eV
ΔE to the lowest compared entry with this formula, charge and spin   93.0 kcal/mol
DFT total energy   -11317.0084 eV
2S+1   1
LUMO level   0.01858 hartree

Structure (XYZ):
```
14
Properties=species:S:1:pos:R:3:forces:R:3:lowdin_charge:R:1
N -1.235157 1.748004 1.337581 0.811 -2.528 -0.674 0.099
C -0.516198 0.725969 0.616372 -2.277 0.315 0.381 -0.364
C -1.185356 0.131786 -0.461111 4.106 -1.751 -0.359 0.040
C -0.159423 -0.704770 -0.972285 -3.537 -1.125 -2.616 -0.301
O -0.197243 -1.460718 -2.162561 2.956 0.961 1.805 0.040
N 0.924289 -0.771447 -0.203007 -1.243 3.226 1.637 -0.158
O 1.878984 -1.704501 -0.293386 1.091 -1.068 0.234 0.058
C 0.721876 0.183546 0.845958 0.919 0.764 0.530 -0.030
H -0.483684 2.120915 1.816675 1.011 2.148 1.775 0.039
H -1.690384 2.388147 0.722031 0.026 0.471 -0.309 0.076
H -2.153461 0.374292 -0.760690 -1.102 0.046 -0.888 0.092
H 0.817478 -1.482862 -2.290443 -2.308 -0.652 -0.582 0.140
H 1.755073 -2.319249 0.462910 -0.104 0.365 -0.552 0.147
H 1.523205 0.770888 1.341957 -0.350 -1.174 -0.383 0.121
```
Positions in Å, forces in eV/Å.

***

No. 3
C4H6N2O2 as an isolated structure in a non-equilibrium geometry. Source: the OMol25 dataset; level of theory: the ωB97M-V functional and the def2-TZVPD basis.

Values from the calculation:
HOMO   -10.16 eV
HOMO-LUMO gap   8.93 eV
ΔE to the lowest compared entry with this formula, charge and spin   186.7 kcal/mol
DFT total energy   -11312.9468 eV
2S+1   1
LUMO level   -0.04513 hartree

Structure (XYZ):
```
14
Properties=species:S:1:pos:R:3:forces:R:3:lowdin_charge:R:1
C -1.635252 0.218341 0.317600 1.785 2.166 3.692 -0.270
C 0.135774 -1.332129 -0.477445 1.587 -3.131 0.281 -0.138
C 1.269315 -0.457432 0.149605 -7.762 1.589 -3.467 -0.565
C 1.392512 0.990459 -0.136082 0.896 8.956 -2.818 -0.073
H -1.487431 1.695078 1.816190 1.843 -3.272 -2.206 0.138
H -2.336961 0.967875 -0.072392 -0.605 -1.185 -0.355 0.092
H -1.426481 -0.272586 -1.429172 -0.319 -3.643 2.235 0.183
H 0.561336 -1.283853 -1.553478 -1.175 -0.826 1.296 0.127
H 0.529251 -2.480051 0.116431 -1.911 3.379 -2.230 0.203
H 2.581474 1.249886 0.469282 -3.623 -0.158 -1.843 0.204
N -0.940528 0.750991 1.369354 -3.571 -0.796 -2.012 0.027
N -1.433027 -1.078566 -0.515379 3.402 7.121 -1.201 0.001
O 2.053525 -0.937983 0.807115 5.426 -2.847 3.937 0.151
O 0.736491 1.969967 -0.861628 4.028 -7.354 4.691 -0.080
```
Positions in Å, forces in eV/Å.

***

No. 4
C4H6N2O2 in the gas phase in a non-equilibrium geometry. Source: the OMol25 dataset; level of theory: the ωB97M-V functional and the def2-TZVPD basis.

Values from the calculation:
HOMO   -8.66 eV
Structure (SMILES)   [H]/N=C/N(C=C)OC=O
HOMO-LUMO gap   9.61 eV
ΔE to the lowest compared entry with this formula, charge and spin   128.7 kcal/mol
DFT total energy   -11315.4617 eV
2S+1   1
LUMO level   0.03470 hartree

Structure (XYZ):
```
14
Properties=species:S:1:pos:R:3:forces:R:3:lowdin_charge:R:1
H 3.400088 -0.727185 -0.263372 -3.121 0.129 1.063 0.096
N 2.440024 -0.310041 0.087715 -1.399 -3.268 0.136 0.070
C 1.303449 -1.030556 0.146502 4.262 0.344 -0.967 -0.225
N 0.113357 -0.439125 0.531476 -0.299 -2.905 -0.017 -0.175
C -1.083679 -0.777042 -0.183586 -2.638 1.284 0.616 -0.131
C -2.240141 -0.024590 -0.072699 1.978 -0.123 0.653 0.011
O 0.193746 0.777162 1.163884 -0.466 0.927 -1.465 0.001
C 0.459832 1.654748 0.134180 -0.059 2.415 -3.536 -0.281
O 0.858551 1.247074 -0.967710 -2.107 3.135 3.643 0.010
H 1.086668 -2.142406 -0.124959 0.742 1.951 0.242 0.148
H -1.143269 -1.727132 -0.806662 0.810 1.475 1.017 0.136
H -2.315598 0.889948 0.605798 0.276 -1.421 -1.127 0.078
H -3.130915 -0.282524 -0.644378 0.379 -0.096 0.204 0.043
H 0.057881 2.891668 0.393809 1.641 -3.847 -0.460 0.218
```
Positions in Å, forces in eV/Å.